C52H42BLaN7O6S3 | ωB97M-V with the def2-TZVPD basis set

Last column: Mulliken charge in e.
CARTESIAN COORDINATES (ANGSTROEM)
La 0.8923 -0.0581 -0.0453  3.020
C -1.4058 -4.8111 3.0675  -1.406
C -0.9388 -3.3926 3.0779  0.417
C -0.4256 -2.6781 4.1331  -1.467
C -0.1975 -1.3830 3.6230  -0.130
N -0.4920 -1.3431 2.3300  0.674
N -0.9845 -2.5662 2.0060  0.739
B -1.8545 -2.7383 0.7196  -1.380
N -1.0801 -3.1159 -0.5767  0.689
N -0.5517 -2.1780 -1.4086  0.231
C -0.2217 -2.8076 -2.5260  -0.268
C -0.5054 -4.1795 -2.4241  -1.000
C -1.0409 -4.3371 -1.1716  0.539
C -1.4572 -5.6086 -0.5092  -1.480
C 0.3452 -2.0545 -3.6621  0.575
C 1.0162 -2.7115 -4.6887  -0.696
C 1.5695 -1.9938 -5.7423  -0.828
C 1.4653 -0.6082 -5.7747  -0.521
C 0.7965 0.0529 -4.7516  -0.668
C 0.2286 -0.6674 -3.7151  0.568
N -2.5729 -1.3447 0.4790  -0.219
N -1.7787 -0.3743 0.0661  1.340
C -2.5848 0.7770 0.0181  -0.601
C -4.0791 0.3719 0.1265  0.752
C -3.8468 -1.0394 0.6271  -0.146
C -4.9105 -2.0050 1.0487  -1.793
C -2.1326 1.8851 -0.9000  -0.537
C -3.1869 2.6957 -1.6825  -0.167
C -2.9404 3.4456 -2.9375  -1.906
C -2.2507 4.7071 -2.5846  -0.062
C -0.9389 5.1380 -0.8616  -1.122
C -0.9841 2.6218 -0.3005  0.984
C 0.0133 -0.1661 4.4376  0.599
C 0.3652 -0.2575 5.7824  -0.756
C 0.3909 0.8726 6.5885  -0.573
C 0.0452 2.1143 6.0646  -0.782
C -0.2915 2.2131 4.7212  -0.191
C -0.2914 1.0862 3.9116  0.570
H -1.2773 -5.2329 4.0639  0.393
H -0.8344 -5.4149 2.3642  0.086
H -2.4596 -4.8864 2.7906  0.250
H -0.2784 -3.0404 5.1391  0.377
H -2.6796 -3.5934 0.9301  -0.250
H -0.3369 -4.9576 -3.1529  0.416
H -1.4378 -6.4155 -1.2422  0.458
H -2.4569 -5.5450 -0.0757  0.282
H -0.7603 -5.8671 0.2897  0.081
H 1.1392 -3.7876 -4.6382  0.283
H 2.0970 -2.5180 -6.5314  0.358
H 1.9102 -0.0459 -6.5877  0.380
H 0.7215 1.1336 -4.7481  0.395
H -0.3084 -0.1427 -2.9337  0.552
H -4.7541 0.3783 -0.7467  0.295
H -5.8842 -1.5233 0.9417  0.474
H -4.8065 -2.3068 2.0954  0.216
H -4.9119 -2.9205 0.4488  0.258
H -4.0947 2.1009 -1.7371  0.456
H -3.7400 3.4690 -3.6766  0.341
H -2.4544 5.5448 -3.2515  0.608
H -0.4595 5.9630 -0.3466  0.329
H 0.5125 2.5845 0.9880  0.482
H 0.6208 -1.2211 6.2074  0.354
H 0.6641 0.7819 7.6336  0.346
H 0.0330 2.9917 6.7020  0.371
H -0.5434 3.1727 4.2816  0.452
H -0.5681 1.1717 2.8654  -0.248
C 3.7990 3.2057 -2.1350  -0.883
C 3.3379 4.4849 -1.8617  -0.996
C 2.0235 4.6488 -1.4237  -0.376
C 1.1881 3.5471 -1.2475  -1.035
C 1.6466 2.2141 -1.4262  0.798
C 2.9678 2.1049 -1.8931  -0.184
C -0.3195 3.7790 -1.0637  2.121
C -0.7669 4.6157 -2.2733  -1.047
C -2.5020 5.0243 -1.0582  -0.801
C -3.2352 3.7713 -0.4927  1.846
C -4.6207 3.8083 0.0656  -0.980
C -5.1229 2.7635 0.7351  -1.058
C -4.3297 1.5417 1.1635  -0.318
C -2.7949 1.7708 1.2253  -0.519
C -2.3091 2.9145 0.3501  -1.356
N -0.1147 1.9078 0.5671  0.544
H 4.8082 3.0606 -2.5147  0.393
H 3.9766 5.3502 -2.0087  0.329
H 1.6504 5.6558 -1.2406  0.223
H 3.3734 1.1137 -2.0914  0.250
H -0.0015 4.8548 -2.9981  0.471
H -3.0266 5.9615 -0.8626  0.472
H -5.2696 4.6498 -0.1761  0.344
H -6.1696 2.7951 1.0295  0.339
H -4.7438 1.1646 2.0997  0.698
H -2.3463 1.6510 2.2043  0.356
O 5.2068 0.4173 1.9718  -0.774
S 4.1883 -0.4942 1.4885  1.274
O 3.6449 -1.3701 2.4976  -0.704
O 3.1502 0.2044 0.6792  -0.588
C 5.0707 -1.5304 0.3253  -0.704
C 6.4596 -1.4453 0.3292  -0.598
C 7.2116 -2.2130 -0.5450  -0.511
C 6.5805 -3.0802 -1.4265  -0.639
C 5.2004 -3.1722 -1.4363  -0.730
C 4.4373 -2.4009 -0.5636  -0.099
S 2.6716 -2.4611 -0.8336  0.926
O 2.4369 -1.2826 -1.6879  -0.415
O 2.4800 -3.7322 -1.4884  -0.648
O 1.9377 -2.3273 0.4298  -0.780
H 6.9177 -0.7493 1.0177  0.518
H 8.2917 -2.1258 -0.5450  0.372
H 7.1658 -3.6764 -2.1178  0.355
H 4.6809 -3.8355 -2.1150  0.501
S 3.1452 1.8476 3.9363  -0.125
C 2.1882 1.6328 2.7717  -0.058

Results
Total charge: -2
HOMO energy (alpha / beta), eV: -1.2682 / -1.2673
Gap between HOMO and LUMO (alpha / beta), Ha: 0.195 / 0.195
Multiplicity: 2
Energy, eV: -111359.7887